1.
Here is one molecule with the formula C3H7NS2 at a distorted geometry from the OMol25 dataset. Energies are from ωB97M-V with the def2-TZVPD basis set.

Its spin multiplicity is 1. As for the energy above the lowest of the compared OMol25 structures with the same formula, charge and spin: 17.2 kcal per mole. For the largest force on an atom, the calculation gives 1.00 eV Å⁻¹. The value obtained for the LUMO energy is 0.51 eV. The HOMO energy comes out at -0.3074 Ha. Its HOMO-LUMO gap is 8.878 eV. The total energy comes out at -26384.431 eV.

```
13
Properties=species:S:1:pos:R:3:forces:R:3
C 1.9197 -1.4836 0.2185 -0.732 -0.129 -0.670
S 1.4027 -0.7046 -1.3262 -0.747 -0.045 -0.492
N 0.1594 0.3609 -0.7912 0.613 0.139 0.075
C -1.0998 0.1255 -0.3035 -0.033 -0.318 -0.510
C -1.6640 1.3815 0.3415 0.472 0.148 0.681
S -1.8796 -1.3172 -0.4375 0.287 0.435 0.296
H 2.9374 -1.2609 0.4212 0.836 0.306 0.294
H 1.2476 -1.0356 0.9158 -0.172 0.088 0.911
H 1.7648 -2.5544 0.1935 -0.122 -0.140 -0.070
H 0.4765 1.3221 -0.8057 -0.149 -0.183 0.267
H -0.8229 2.0766 0.4118 -0.241 0.254 0.172
H -2.4446 1.8909 -0.2299 -0.057 -0.478 0.041
H -1.9973 1.1989 1.3916 0.044 -0.078 -0.995
```
Positions in Å, forces in eV/Å.

Atomic partial charges in e from the Löwdin method, atoms 1 to 6:
1. C -0.38
2. S 0.83
3. N -0.41
4. C -0.94
5. C -0.10
6. S 0.62

***

2.
Here is an isolated ion of composition C6H8NO and charge +1 at a distorted geometry from the OMol25 dataset. Energies are from ωB97M-V with the def2-TZVPD basis set.

Its spin multiplicity is 1. As for the energy above the lowest of the compared OMol25 structures with the same formula, charge and spin: 39.0 kcal per mole. As for the total charge: +1. For the largest force on an atom, the calculation gives 5.00 eV Å⁻¹. The value obtained for the LUMO energy is -4.65 eV. The HOMO energy comes out at -0.5222 Ha. Its HOMO-LUMO gap is 9.565 eV. The total energy comes out at -9878.690 eV.

```
16
Properties=species:S:1:pos:R:3:forces:R:3
C -1.5149 1.6684 -2.2255 2.129 0.392 0.610
C -1.2332 0.6336 -1.3983 2.468 4.244 0.952
C -0.1552 0.7911 -0.2947 -2.720 -2.113 -2.398
N 0.1549 -0.1714 0.4620 2.672 0.922 1.075
C -0.0622 -1.5720 0.5319 -3.770 -2.328 2.231
C 0.9881 -1.6764 1.5991 2.314 -2.265 1.095
C 1.4115 -0.4310 1.4702 -3.055 0.434 -1.375
O 2.2838 0.4710 1.7292 -0.422 2.814 1.956
H -2.2015 1.5999 -3.0766 0.198 0.003 0.554
H -0.8371 2.5873 -2.1441 -1.490 -1.119 -0.130
H -1.6783 -0.2638 -1.5434 -1.303 -2.771 0.086
H 0.4828 1.5954 -0.1251 0.477 2.061 -0.216
H 0.1611 -2.0476 -0.3974 0.041 -0.496 -0.595
H -1.1505 -1.8915 0.9427 2.333 0.819 -1.236
H 1.4823 -2.5479 2.1784 -1.184 1.617 -1.194
H 1.8686 1.2549 2.2916 1.310 -2.213 -1.416
```
Positions in Å, forces in eV/Å.

Atomic partial charges in e from the Löwdin method, atoms 1 to 6:
1. C 0.09
2. C -0.07
3. C 0.05
4. N 0.01
5. C -0.12
6. C 0.06

***

3.
Here is C37H24AuCl5GeN2 as an isolated structure at a distorted geometry from the OMol25 dataset. Energies are from ωB97M-V with the def2-TZVPD basis set.

Its spin multiplicity is 2. Its expectation value of S² is 0.884. As for the energy above the lowest of the compared OMol25 structures with the same formula, charge and spin: 127.0 kcal per mole. As for the total charge: -1. For the largest force on an atom, the calculation gives 3.13 eV Å⁻¹. The value obtained for the LUMO energy (spin up / spin down) is 0.35 / 0.04 eV. The HOMO energy (spin up / spin down) comes out at -0.1791 / -0.1697 Ha. Its HOMO-LUMO gap (spin up / spin down) is 5.221 / 4.660 eV. The total energy comes out at -164556.483 eV.

```
70
Properties=species:S:1:pos:R:3:forces:R:3
Au 0.2876 -1.1606 0.0810 -0.916 2.172 -1.923
Cl 2.8670 -0.5231 -2.1239 0.004 -0.220 -0.382
C 3.2840 -0.9582 -0.5165 -0.009 -0.429 0.266
C 2.2769 -1.2241 0.4021 1.298 -0.627 2.002
C 2.6484 -1.5009 1.6854 -0.972 1.171 -2.730
Cl 0.3245 -1.0814 2.6915 2.086 -0.385 1.511
C 3.9415 -1.5177 2.1282 -0.143 -0.260 1.446
Cl 4.3587 -1.8374 3.7693 -0.124 0.008 0.180
C 4.9516 -1.2527 1.1983 -0.105 -0.054 -0.256
Cl 6.6098 -1.2412 1.6726 -0.153 -0.036 0.145
C 4.6165 -0.9769 -0.1237 0.119 0.121 -0.130
Cl 5.8546 -0.6194 -1.2667 0.036 -0.025 0.012
C 5.0544 2.5275 0.9072 0.139 0.005 0.030
C 4.6132 2.7108 -0.3916 0.140 0.118 -0.110
C 3.3178 2.3708 -0.7415 -0.157 0.114 -0.071
C 2.4470 1.8294 0.1950 -0.499 -0.036 -0.196
C 2.9121 1.6256 1.4888 -0.093 0.046 0.095
C 4.1977 1.9838 1.8492 0.068 0.017 0.155
Ge 0.6232 1.2077 -0.2847 -0.325 0.750 0.025
C 0.1937 1.8650 -2.1132 0.198 -0.222 0.579
C -0.0696 0.9994 -3.1647 0.034 -0.200 0.084
C -0.4341 1.4810 -4.4099 -0.046 -0.093 -0.176
C -0.5397 2.8445 -4.6207 -0.029 0.080 -0.095
C -0.2732 3.7210 -3.5815 -0.015 0.189 -0.077
C 0.0899 3.2310 -2.3399 0.042 0.074 0.149
C -0.6354 2.2277 0.8669 0.338 -0.124 -0.316
C -1.9604 2.3824 0.4732 0.086 0.083 -0.228
C -2.8850 2.9897 1.3034 -0.182 0.087 -0.027
C -2.4911 3.4801 2.5368 -0.077 0.018 0.069
C -1.1702 3.3577 2.9301 -0.028 0.105 0.285
C -0.2594 2.7229 2.1079 0.189 -0.014 -0.061
H 6.0677 2.7873 1.1811 0.066 0.028 0.012
H 5.2849 3.1134 -1.1378 0.046 0.031 -0.052
H 2.9804 2.5034 -1.7623 0.026 0.060 -0.048
H 2.2696 1.1446 2.2145 -0.033 0.007 0.126
H 4.5307 1.8281 2.8656 0.082 -0.051 0.100
H 0.0125 -0.0676 -2.9991 -0.023 -0.075 -0.019
H -0.6415 0.7907 -5.2166 -0.015 -0.042 -0.050
H -0.8325 3.2249 -5.5902 -0.008 0.015 -0.050
H -0.3548 4.7883 -3.7377 -0.005 0.068 -0.022
H 0.2895 3.9136 -1.5229 -0.026 0.119 0.014
H -2.2673 2.0266 -0.5031 -0.086 -0.054 -0.015
H -3.9176 3.0788 0.9925 -0.054 0.012 -0.050
H -3.2111 3.9504 3.1906 -0.076 0.074 0.051
H -0.8473 3.7541 3.8848 -0.015 -0.018 0.048
H 0.7658 2.6199 2.4306 0.046 0.059 0.098
N -7.0434 -1.1042 -0.5537 -0.394 -0.026 -0.032
C -5.8962 -1.0745 -0.5160 -0.663 -0.012 -0.122
C -4.4902 -1.0256 -0.4475 0.898 0.076 0.160
C -3.6968 -1.4183 -1.5247 -0.192 0.035 0.007
C -2.3214 -1.3858 -1.4080 0.145 -0.016 -0.056
C -1.6971 -0.9811 -0.2281 -0.784 0.281 -0.037
C -2.5097 -0.5534 0.8217 0.050 -0.093 -0.079
C -3.8850 -0.5789 0.7283 -0.043 -0.056 -0.077
H -4.1622 -1.7528 -2.4444 -0.008 0.008 0.043
H -1.7304 -1.7053 -2.2556 0.091 -0.060 0.002
H -2.0602 -0.2094 1.7442 0.077 0.023 0.093
H -4.4962 -0.2605 1.5621 -0.048 0.016 0.011
N 0.0859 -3.0721 -0.0606 1.049 -1.668 -0.858
C -0.7927 -3.9340 0.3340 -0.517 -0.689 0.384
C -0.7512 -5.2307 -0.2662 -0.126 0.034 0.059
C -1.7054 -6.1704 0.0162 0.057 -0.314 -0.202
C -2.7372 -5.8884 0.9072 -0.024 -0.057 0.009
C -2.7495 -4.6656 1.5744 -0.261 -0.021 0.204
C -1.7998 -3.7115 1.3209 -0.037 0.071 0.063
H 0.0380 -5.4023 -0.9804 0.114 -0.089 -0.065
H -1.6447 -7.1410 -0.4588 -0.116 -0.058 -0.063
H -3.5205 -6.6130 1.0728 -0.033 -0.079 0.115
H -3.5234 -4.4676 2.3051 -0.046 0.026 0.022
H -1.7888 -2.7757 1.8574 -0.017 0.003 0.020
```
Positions in Å, forces in eV/Å.

Atomic partial charges in e from the Löwdin method, atoms 1 to 6:
1. Au 0.89
2. Cl 0.74
3. C -0.71
4. C -0.44
5. C -0.12
6. Cl 0.17

***

4.
Here is C8H16NO8PRb as an isolated structure at a distorted geometry from the OMol25 dataset. Energies are from ωB97M-V with the def2-TZVPD basis set.

Its spin multiplicity is 1. As for the total charge: +1. For the largest force on an atom, the calculation gives 18.81 eV Å⁻¹. The value obtained for the LUMO energy is -4.66 eV. The HOMO energy comes out at -0.4703 Ha. Its HOMO-LUMO gap is 8.143 eV. The total energy comes out at -36350.984 eV.

```
35
Properties=species:S:1:pos:R:3:forces:R:3
C 4.0303 -0.1804 1.8475 -0.161 0.921 0.069
C 2.8858 -1.3241 1.5749 2.737 -1.131 1.200
O 1.6490 -0.8238 0.9429 0.719 0.571 -3.008
P 1.7411 -0.9069 -0.8031 3.464 -7.010 -0.243
O 1.8978 -2.4734 -1.1525 -0.993 5.919 1.011
C 0.1641 -0.3244 -1.7096 -1.891 0.563 0.852
C -0.9347 0.1084 -0.5251 0.607 2.024 -0.574
O -1.6193 -1.1041 0.0308 -4.183 2.622 -0.005
C -3.0606 -0.8734 -0.2762 -3.026 1.066 -1.247
O -3.5328 -1.2493 -1.4885 -8.052 12.324 11.261
O -3.8643 -0.2620 0.7951 2.741 -2.087 -4.241
C -5.2507 -0.0027 0.3759 -1.818 0.492 -0.474
O -5.7704 1.0455 1.3159 2.620 -0.980 -4.062
N -6.7681 0.5051 2.0371 1.083 -2.363 5.736
O -6.2635 0.0985 3.0845 -2.681 1.055 -3.033
O 3.2192 -0.1522 -1.3276 -4.098 0.538 0.867
C 3.0663 1.2923 -1.5570 1.267 2.112 -0.051
C 2.1851 2.0892 -0.4277 -0.141 1.229 -0.547
H 4.6146 0.1645 0.8772 -1.338 -0.974 1.929
H 3.5181 0.8017 2.2828 1.103 -2.157 -0.711
H 4.8364 -0.5588 2.6350 -1.917 0.660 -1.711
H 2.6331 -1.8154 2.6311 -0.014 1.274 -2.471
H 3.4206 -2.1877 0.9546 -1.586 1.842 1.026
H 0.3305 0.5502 -2.4743 -0.233 -1.636 1.702
H -0.3642 -1.2304 -2.2795 2.609 2.383 1.160
H -1.7551 0.8292 -0.9844 1.796 -1.417 0.908
H -0.4342 0.6466 0.3855 -0.920 -1.131 -1.816
H -5.3490 0.4618 -0.7015 0.615 -1.125 2.221
H -5.8421 -1.0261 0.4841 1.104 2.386 -0.205
H 2.7046 1.5278 -2.6701 0.504 -0.693 2.472
H 4.1666 1.7521 -1.5023 -2.384 -1.258 -0.097
H 1.0372 2.1719 -0.7433 2.412 -0.329 0.818
H 2.5732 3.2181 -0.4220 -0.866 -2.494 -0.053
H 2.3033 1.6917 0.6665 -0.218 0.553 -2.315
Rb -2.1681 -2.4596 -1.8767 11.138 -13.750 -6.368
```
Positions in Å, forces in eV/Å.

Atomic partial charges in e from the Löwdin method, atoms 1 to 6:
1. C -0.11
2. C -0.26
3. O -0.30
4. P 0.79
5. O -0.37
6. C -0.18

***

5.
Here is a 2-piece molecular cluster, C37H36NO2 overall at a distorted geometry from the OMol25 dataset. Energies are from ωB97M-V with the def2-TZVPD basis set.

Its spin multiplicity is 1. As for the energy above the lowest of the compared OMol25 structures with the same formula, charge and spin: 7.9 kcal per mole. As for the total charge: +1. For the largest force on an atom, the calculation gives 1.77 eV Å⁻¹. The value obtained for the LUMO energy is -5.23 eV. The HOMO energy comes out at -0.3945 Ha. Its HOMO-LUMO gap is 5.506 eV. The total energy comes out at -44530.637 eV.

```
76
Properties=species:S:1:pos:R:3:forces:R:3
C 5.7978 4.9215 3.0540 -0.114 -0.154 -0.052
C 5.5285 3.6967 3.6797 -0.175 0.090 -0.159
C 4.4284 2.9366 3.2797 0.104 0.311 -0.118
C 3.5937 3.3915 2.2540 -0.201 -0.066 -0.197
C 2.4607 2.4896 1.7775 0.100 0.067 0.120
C 2.9326 1.4756 0.7408 0.241 -0.047 0.373
C 2.3398 0.2098 0.7290 0.133 0.009 -0.307
C 2.5796 -0.6714 -0.3259 0.263 0.205 -0.023
C 3.5050 -0.3255 -1.3204 -0.098 0.082 0.068
C 4.1862 0.8937 -1.2459 -0.169 0.057 0.245
C 3.8975 1.8004 -0.2174 -0.243 -0.373 -0.227
C 1.2794 3.2632 1.1643 0.487 0.773 -0.573
C 0.6277 4.3254 2.0700 0.127 -0.319 0.010
C -0.8618 4.3231 1.6824 0.002 0.136 0.063
C -1.0552 3.1192 0.7553 -0.173 0.003 -0.483
N 0.1971 2.3839 0.7717 -0.265 -0.741 0.551
C 3.8562 4.6154 1.6335 0.384 0.067 0.228
C 4.9614 5.3784 2.0323 -0.148 -0.173 0.050
H 6.6640 5.5115 3.3593 -0.289 -0.171 -0.084
H 6.1703 3.3300 4.4808 -0.125 0.147 -0.217
H 4.2082 1.9759 3.7514 0.125 0.276 -0.089
H 2.0716 1.9449 2.6548 0.043 0.098 -0.279
H 1.6960 -0.0639 1.5686 0.103 0.151 -0.317
H 2.0457 -1.6221 -0.3695 0.311 0.137 -0.024
H 3.7010 -1.0118 -2.1459 -0.032 0.189 0.259
H 4.9413 1.1582 -1.9876 -0.234 -0.158 0.165
H 4.4209 2.7561 -0.1556 -0.166 -0.280 -0.080
H 1.6457 3.7657 0.2417 0.070 -0.014 0.401
H 0.7493 4.0527 3.1251 0.068 0.054 -0.186
H 1.0936 5.3028 1.9130 -0.092 -0.212 0.160
H -1.4875 4.2297 2.5719 -0.003 0.154 -0.148
H -1.1280 5.2420 1.1515 -0.070 -0.129 0.227
H -1.8815 2.4736 1.0774 0.001 0.120 -0.005
H -1.2904 3.4623 -0.2632 -0.049 0.192 0.185
H 0.4041 1.8844 -0.0850 0.145 0.288 0.051
H 3.2118 4.9743 0.8255 0.307 -0.088 0.318
H 5.1552 6.3294 1.5328 0.022 -0.266 0.205
C -5.9344 0.4626 -5.3008 0.121 -0.022 -0.085
O -4.9282 1.4174 -4.8898 1.084 -0.731 1.191
C -4.0168 1.0059 -3.9697 -0.873 0.134 -0.202
C -3.2653 2.0084 -3.2971 0.045 -0.073 -0.146
C -2.4678 1.6674 -2.2320 0.050 0.026 -0.069
C -2.3642 0.3187 -1.7641 0.083 -0.273 0.003
C -1.6834 -0.0125 -0.5684 -0.531 -0.257 -0.908
C -1.7395 -1.2988 0.0499 -0.317 -0.619 0.477
C -0.6099 -1.7741 0.7615 0.158 0.443 -0.006
C -0.5614 -3.0439 1.2893 -0.225 -0.212 -0.035
C -1.6855 -3.8733 1.1780 0.206 -0.919 0.429
O -1.6358 -5.1040 1.8328 -0.267 1.064 -0.311
C -1.3487 -6.2532 1.0901 0.239 -0.168 -0.430
C -0.2085 -6.9773 1.4538 -0.321 0.338 -0.343
C 0.1874 -8.0376 0.6420 -0.249 -0.132 0.059
C -0.5932 -8.4184 -0.4552 -0.087 0.126 0.089
C -1.7797 -7.7363 -0.7419 0.057 0.057 0.097
C -2.1640 -6.6339 0.0232 0.413 -0.054 0.304
C -2.8470 -3.4361 0.5271 0.128 0.199 0.016
C -2.8785 -2.1565 -0.0034 0.199 0.006 -0.393
C -2.9855 -0.6808 -2.5793 -0.434 -0.045 0.022
C -3.8246 -0.3566 -3.6228 0.013 0.059 -0.005
H -6.5642 1.0251 -5.9867 0.016 -0.181 0.063
H -5.4869 -0.4015 -5.8113 -0.098 0.350 0.035
H -6.5193 0.1132 -4.4378 0.204 0.205 -0.192
H -3.3594 3.0425 -3.6299 -0.006 -0.306 0.125
H -1.9064 2.4358 -1.7048 -0.264 -0.126 -0.140
H -1.0628 0.7385 -0.0844 -0.043 -0.177 -0.094
H 0.2592 -1.1260 0.8505 -0.301 -0.132 -0.045
H 0.3322 -3.4228 1.7860 -0.303 0.137 -0.075
H 0.3534 -6.6755 2.3388 -0.098 -0.059 -0.331
H 1.1035 -8.5759 0.8859 -0.279 0.084 -0.107
H -0.2835 -9.2579 -1.0773 -0.096 0.227 0.174
H -2.4243 -8.0486 -1.5633 0.264 0.007 0.160
H -3.0758 -6.0737 -0.1845 0.284 -0.277 -0.042
H -3.7119 -4.0909 0.4405 0.192 0.244 0.228
H -3.7951 -1.8041 -0.4784 0.234 -0.066 0.302
H -2.8285 -1.7362 -2.3612 0.088 0.340 -0.117
H -4.3415 -1.1519 -4.1673 0.322 0.370 0.191
```
Positions in Å, forces in eV/Å.

Atomic partial charges in e from the Löwdin method, atoms 1 to 6:
1. C -0.08
2. C -0.07
3. C -0.03
4. C -0.20
5. C -0.19
6. C -0.18